1.
8 unconnected molecules or ions with the total composition C6H26NO8, computed with ωB97M-V/def2-TZVPD.

Each line ends with the Mulliken charge.
CARTESIAN COORDINATES (ANGSTROEM)
1 C 2.154 -2.681 -0.582  -0.999
2 N 1.633 -1.963 0.599  -0.341
3 C 0.523 -1.063 0.197  1.120
4 C 1.134 0.351 -0.134  -0.196
5 C 1.806 0.488 -1.462  -0.394
6 C 1.249 1.161 -2.454  -0.646
7 C -0.293 -0.925 1.489  -1.031
8 O -0.786 -2.212 1.830  -0.659
9 H 3.064 -3.194 -0.266  0.326
10 H 2.387 -2.023 -1.418  0.315
11 H 1.481 -3.390 -1.088  0.379
12 H 1.219 -2.681 1.177  0.284
13 H -0.088 -1.271 -0.681  0.150
14 H 1.702 0.609 0.768  0.366
15 H 0.363 1.121 -0.054  -0.087
16 H 2.818 0.095 -1.523  0.299
17 H 1.712 1.423 -3.398  0.310
18 H 0.189 1.401 -2.487  -0.071
19 H 0.413 -0.739 2.317  0.408
20 H -0.966 -0.063 1.560  0.196
21 H 3.407 -1.018 1.221  0.403
22 H 3.843 0.208 0.500  0.321
23 O 4.230 -0.556 0.946  -0.689
24 H -2.155 -1.703 -1.719  0.307
25 H -1.560 -2.437 1.291  0.414
26 O -2.443 -1.833 -0.816  -0.707
27 H -0.686 3.687 -0.244  0.239
28 H -1.565 2.286 0.025  0.237
29 O -1.198 3.135 0.333  -0.606
30 H 0.538 3.306 3.085  0.311
31 H 0.307 1.799 3.110  0.323
32 O 0.980 2.461 3.261  -0.657
33 H -2.873 0.639 -2.219  0.389
34 H -1.861 1.021 -3.193  0.327
35 O -2.791 0.785 -3.204  -0.697
36 H -2.523 -0.820 -0.619  0.449
37 H -3.882 0.505 -0.620  0.158
38 O -2.945 0.680 -0.536  -1.152
39 H -2.907 0.673 0.997  0.342
40 H -2.772 1.845 2.017  0.298
41 O -2.860 0.894 1.995  -0.740

Its charge is -1. The frontier orbital gap comes out at 9.307 eV. Its HOMO energy is -6.3 eV. As for the energy relative to the best compared isomer or geometry (same formula, charge and spin): 74.10 kJ/mol.


2.
8 unconnected molecules or ions with the total composition C6H27O8, computed with ωB97M-V/def2-TZVPD.

Each line ends with the Mulliken charge.
CARTESIAN COORDINATES (ANGSTROEM)
1 C -0.495 -1.790 0.039  -0.415
2 O 0.257 -2.980 -0.189  -0.590
3 C -0.782 -1.639 1.535  -0.858
4 C -2.059 -0.745 1.694  0.702
5 C -2.584 -0.728 3.172  -1.523
6 C -1.940 0.693 1.175  -0.431
7 C -3.213 1.557 1.392  -1.105
8 H 0.020 -0.897 -0.346  0.198
9 H -1.428 -2.034 -0.489  0.331
10 H -1.104 -2.585 1.959  0.320
11 H -0.046 -1.152 2.163  0.329
12 H -2.879 -1.234 1.148  0.204
13 H -2.552 0.202 3.741  0.286
14 H -3.671 -0.862 3.037  0.351
15 H -2.188 -1.577 3.711  0.394
16 H -1.733 0.578 0.097  0.178
17 H -1.093 1.295 1.509  0.341
18 H -4.047 0.828 1.328  0.261
19 H -3.296 2.312 0.622  0.377
20 H -3.180 1.839 2.438  0.288
21 H 2.517 1.241 -1.670  0.333
22 H 2.419 0.978 -3.146  0.477
23 O 2.494 1.741 -2.494  -0.796
24 H -1.410 3.887 -1.824  0.324
25 H -2.004 2.523 -1.695  0.330
26 O -2.257 3.439 -1.779  -0.658
27 H 2.498 -1.140 -2.380  0.499
28 H 1.135 -0.727 -3.033  0.293
29 O 2.072 -0.765 -3.279  -0.881
30 H 0.562 2.690 -3.470  0.275
31 H 0.664 1.654 -2.537  0.403
32 O -0.061 2.249 -2.877  -0.657
33 H 4.137 1.593 0.064  0.289
34 H 3.451 0.359 0.664  0.411
35 O 3.344 1.327 0.546  -0.691
36 H 3.325 -1.524 -0.124  0.482
37 H 4.015 -2.158 1.405  0.202
38 O 3.725 -1.370 0.922  -0.869
39 H 3.464 -2.342 -1.673  0.227
40 H 1.207 -2.767 -0.162  0.361
41 O 2.716 -1.969 -1.196  -0.989

Its charge is -1. The frontier orbital gap comes out at 9.318 eV. Its HOMO energy is -6.1 eV. As for the energy relative to the best compared isomer or geometry (same formula, charge and spin): 88.45 kJ/mol.


3.
8 unconnected molecules or ions with the total composition C6H28NO8, computed with ωB97M-V/def2-TZVPD.

Each line ends with the Mulliken charge.
CARTESIAN COORDINATES (ANGSTROEM)
1 C 0.210 -0.213 -1.737  0.512
2 O 0.108 -0.781 -2.981  -0.599
3 C 1.542 0.531 -1.308  0.123
4 C 1.620 0.359 0.211  -0.995
5 C 1.002 1.485 1.069  0.288
6 C 0.862 0.812 2.429  -1.016
7 C -0.572 0.235 2.555  -0.578
8 N 2.677 -0.019 -2.028  -0.681
9 H -0.620 0.550 -1.717  0.128
10 H -0.140 -0.999 -1.121  -0.421
11 H 1.448 1.555 -1.581  0.694
12 H 1.025 -0.633 0.585  -0.317
13 H 2.562 -0.200 0.426  0.593
14 H 0.088 1.763 0.519  -0.047
15 H 1.800 2.354 1.031  0.433
16 H 0.995 1.560 3.241  0.465
17 H 1.743 0.194 2.885  0.290
18 H -1.398 0.877 2.238  0.140
19 H -0.747 -0.770 2.081  0.046
20 H -0.639 0.122 3.600  0.422
21 H 2.295 -0.459 -2.915  0.169
22 H 3.148 -0.785 -1.340  0.342
23 H -2.694 -2.170 -1.536  0.303
24 H -1.707 -1.638 -2.598  0.319
25 O -2.424 -2.246 -2.412  -0.690
26 H -2.314 -1.760 0.970  0.365
27 H -3.144 -0.764 1.873  0.323
28 O -3.185 -1.282 1.045  -0.733
29 H 1.922 -3.048 0.573  0.296
30 H 0.961 -0.797 -3.501  0.260
31 O 1.801 -2.215 0.033  -0.641
32 H 3.324 2.131 -1.444  0.372
33 H 3.778 1.757 0.131  0.370
34 O 3.570 2.560 -0.497  -0.677
35 H 0.700 -2.190 0.089  0.109
36 H -1.264 -2.978 0.581  0.178
37 O -0.839 -2.186 0.813  -1.143
38 H -3.020 0.417 -1.408  0.292
39 H -2.887 -0.254 -0.018  0.450
40 O -3.201 0.677 -0.511  -0.795
41 H -2.186 3.242 0.847  0.268
42 H -3.188 2.200 0.232  0.436
43 O -3.013 3.004 0.600  -0.655

Its charge is -1. The frontier orbital gap comes out at 9.003 eV. Its HOMO energy is -6.0 eV. As for the energy relative to the best compared isomer or geometry (same formula, charge and spin): 564.70 kJ/mol.


4.
10 unconnected molecules or ions with the total composition C6H28O10, computed with ωB97M-V/def2-TZVPD.

Each line ends with the Mulliken charge.
CARTESIAN COORDINATES (ANGSTROEM)
1 C -3.561 -0.757 -1.182  -1.275
2 C -2.449 -1.107 -0.272  0.171
3 C -1.414 -1.860 -0.569  -0.345
4 C -0.242 -2.147 0.314  -0.840
5 C 1.025 -2.125 -0.138  0.681
6 C 2.201 -2.568 0.640  -1.297
7 O 1.311 -1.615 -1.353  -0.325
8 H -3.109 0.094 -1.816  0.202
9 H -3.635 -1.514 -1.996  0.352
10 H -4.480 -0.559 -0.662  0.380
11 H -2.522 -0.742 0.713  0.320
12 H -1.458 -2.386 -1.543  0.519
13 H -0.272 -2.294 1.353  0.452
14 H 3.206 -2.454 0.002  0.301
15 H 1.881 -3.603 0.882  0.311
16 H 2.434 -2.151 1.629  0.230
17 H 2.295 -1.481 -1.602  0.262
18 O -1.589 2.556 -0.005  -0.800
19 H -0.771 2.945 0.061  0.447
20 H -1.897 2.286 0.909  0.315
21 O -1.301 1.746 2.921  -0.565
22 H -0.744 1.013 3.030  0.392
23 H -1.984 1.692 3.468  0.217
24 O -2.041 -0.511 3.304  -0.612
25 H -2.878 -0.576 3.255  0.223
26 H -1.551 -1.214 2.833  0.273
27 O 0.709 3.449 -0.117  -0.674
28 H 0.926 4.010 -0.817  0.262
29 H 0.709 2.536 -0.396  0.508
30 O 2.956 2.963 1.250  -0.628
31 H 2.270 3.544 1.484  0.320
32 H 2.579 2.413 0.638  0.287
33 O -0.409 -1.712 -3.830  -0.704
34 H -0.452 -2.062 -2.870  0.237
35 H -0.863 -0.942 -3.809  0.322
36 O 0.231 0.855 -0.807  -0.583
37 H 0.259 -0.038 -0.941  0.225
38 H -0.590 1.252 -0.728  0.400
39 O 1.740 0.272 3.189  -0.577
40 H 1.300 1.181 3.116  0.280
41 H 2.619 0.603 3.168  0.311
42 O 2.143 -0.310 -3.857  -0.601
43 H 2.266 0.606 -3.791  0.299
44 H 1.101 -0.324 -3.885  0.324

Its SMILES is C/C=C/C=C(/C)O.O.O.O.O.O.O.O.O.O. Its charge is 0. The frontier orbital gap comes out at 8.647 eV. Its HOMO energy is -8.4 eV. As for the energy relative to the best compared isomer or geometry (same formula, charge and spin): 642.31 kJ/mol.


5.
10 unconnected molecules or ions with the total composition C6H28O9, computed with ωB97M-V/def2-TZVPD.

Each line ends with the Mulliken charge.
CARTESIAN COORDINATES (ANGSTROEM)
1 C 0.310 -0.602 2.099  -1.422
2 C 0.314 -1.658 1.282  -0.226
3 C -0.433 -1.736 0.022  1.837
4 C -0.932 -3.122 -0.355  -1.693
5 C -0.697 -0.652 -0.720  -0.323
6 C -1.471 -0.586 -1.992  -1.507
7 H -0.208 0.326 1.909  0.381
8 H 0.912 -0.575 3.001  0.285
9 H 0.906 -2.537 1.556  0.380
10 H -1.928 -3.295 0.059  0.304
11 H -0.270 -3.873 0.067  0.442
12 H -1.013 -3.262 -1.426  0.383
13 H -0.292 0.304 -0.400  -0.060
14 H -0.925 0.007 -2.725  0.460
15 H -2.432 -0.086 -1.835  0.393
16 H -1.676 -1.556 -2.448  0.428
17 O 3.425 -1.368 -0.744  -0.809
18 H 2.727 -1.818 -0.241  0.297
19 H 2.998 -1.190 -1.624  0.480
20 O -2.834 2.247 0.472  -0.683
21 H -3.112 1.300 0.541  0.407
22 H -3.547 2.685 0.018  0.305
23 O -2.677 -1.502 2.924  -0.726
24 H -1.704 -1.481 2.834  0.381
25 H -2.856 -1.016 3.721  0.318
26 O 1.438 2.042 1.802  -0.745
27 H 2.164 1.686 1.238  0.418
28 H 0.787 2.343 1.131  0.416
29 O -0.272 2.908 -0.233  -0.667
30 H -0.288 3.875 -0.259  0.248
31 H -1.174 2.627 0.073  0.376
32 O -3.629 -0.334 0.608  -0.802
33 H -3.110 -0.856 -0.013  0.281
34 H -3.379 -0.731 1.482  0.443
35 O 1.698 1.884 -1.946  -0.782
36 H 0.891 2.189 -1.464  0.315
37 H 2.410 1.825 -1.267  0.475
38 O 3.412 1.164 0.033  -0.727
39 H 3.497 0.202 -0.206  0.441
40 H 4.322 1.481 0.122  0.270
41 O 2.017 -0.595 -2.916  -0.786
42 H 1.900 0.352 -2.643  0.502
43 H 1.154 -1.016 -2.903  0.292

Its SMILES is C=C/C(C)=C/C.O.O.O.O.O.O.O.O.O. Its charge is 0. The frontier orbital gap comes out at 9.377 eV. Its HOMO energy is -9.0 eV. As for the energy relative to the best compared isomer or geometry (same formula, charge and spin): 0.00 kJ/mol.


6.
A molecular structure, C6H29BaN5O8, computed with ωB97M-V/def2-TZVPD.

Each line ends with the Mulliken charge.
CARTESIAN COORDINATES (ANGSTROEM)
1 Ba 0.389 0.028 -1.442  0.555
2 C 2.010 2.252 1.114  0.692
3 O 1.602 1.993 -0.002  -0.684
4 N 3.228 2.021 1.450  -0.390
5 N 1.364 2.834 2.050  -0.388
6 H 3.892 1.659 0.781  0.230
7 H 3.553 2.256 2.377  0.134
8 H 1.649 2.819 3.019  0.190
9 H 0.415 3.065 1.792  0.198
10 C -2.791 -1.119 -2.868  0.894
11 O -1.769 -1.313 -2.240  -0.663
12 N -3.948 -1.478 -2.444  -0.503
13 N -2.904 -0.631 -4.107  -0.436
14 H -3.868 -2.029 -1.601  0.252
15 H -4.691 -1.612 -3.114  0.190
16 H -3.797 -0.248 -4.383  0.207
17 H -2.113 -0.543 -4.729  0.143
18 C -1.925 -1.536 1.976  -1.413
19 C -0.446 -1.109 2.164  0.605
20 C 0.100 -1.782 3.461  -0.917
21 O 1.412 -1.285 3.685  -0.348
22 C 1.465 -0.057 4.507  -0.659
23 N 0.396 -1.426 0.956  0.030
24 H -2.570 -1.296 2.820  0.441
25 H -2.041 -2.607 1.806  0.374
26 H -2.339 -1.042 1.097  0.281
27 H -0.345 -0.049 2.397  -0.171
28 H 0.211 -2.842 3.232  0.352
29 H -0.513 -1.693 4.358  0.409
30 H 2.449 0.382 4.673  0.301
31 H 0.951 -0.256 5.448  0.355
32 H 0.783 0.704 4.128  0.178
33 H 1.296 -1.351 1.410  0.230
34 H 0.285 -2.422 0.838  0.186
35 O 0.925 -0.856 -4.012  -0.350
36 H 0.685 -0.268 -4.728  0.188
37 H 1.381 -1.581 -4.439  0.187
38 O 2.497 -1.506 -1.168  -0.477
39 H 2.914 -1.643 -0.317  0.234
40 H 2.419 -2.385 -1.540  0.280
41 O -1.619 1.234 0.031  -0.347
42 H -2.298 1.556 -0.561  0.195
43 H -1.575 1.890 0.726  0.163
44 O -1.065 1.906 -2.884  -0.075
45 H -1.213 1.950 -3.828  0.037
46 H -0.891 2.812 -2.626  0.154
47 O 2.112 1.869 -2.886  -0.559
48 H 2.778 2.548 -2.777  0.231
49 H 1.556 2.189 -3.597  0.281

Its charge is +1. The multiplicity is 2. The frontier orbital gap (alpha / beta) comes out at 2.747 / 10.048 eV. Its HOMO energy (alpha / beta) is -5.2 / -12.7 eV.


The strongest force on any atom results, record by record, are as follows: 0.05633, 0.05479, 0.11601, 0.19550, 0.01664, 0.10769 Eh/bohr.
The total energy results, record by record, are as follows: -900.8987, -846.7587, -901.9730, -997.6451, -922.5841, -1147.0846 hartree.